No. 1
Here is a 2-piece molecular cluster, C6H16NO overall in a non-equilibrium geometry from the Open Molecules 2025 dataset. Energies are from the ωB97M-V functional and the def2-TZVPD basis.

CARTESIAN COORDINATES (ANGSTROEM)
C: -0.4903 -1.5016 2.3432
C: 0.7803 -1.7773 1.5538
N: 1.2055 -0.6588 0.7009
C: 2.5087 -0.7903 -0.0221
H: -1.3887 -1.2922 1.7447
H: -0.6474 -2.4823 2.8260
H: -0.3674 -0.7494 3.1674
H: 1.6125 -1.8767 2.3147
H: 0.7330 -2.6868 0.9375
H: 1.1890 0.1782 1.2829
H: 0.4512 -0.4944 -0.0287
H: 3.2779 -1.0170 0.7154
H: 2.7576 0.1446 -0.5591
H: 2.3722 -1.6145 -0.7479
O: -1.9639 0.1196 -2.3110
C: -1.7272 1.2389 -1.8927
C: -0.3745 1.5926 -1.3025
C: -0.5094 1.9256 0.2209
H: -2.4925 2.0948 -1.9776
H: 0.0417 2.4323 -1.8174
H: 0.2966 0.7397 -1.4884
H: -1.2739 2.7563 0.3742
H: 0.4333 2.3034 0.6267
H: -0.8478 1.0908 0.8081

## Properties
- relative energy (zero: lowest compared OMol25 entry of this formula, charge and spin) (kJ/mol) = 141.0
- net charge = +1
- E_LUMO (eV) = -3.136
- frontier orbital gap (eV) = 10.06

These are the Mulliken partial charges, in e, on atoms 1 to 8: atom 1 (C): -1.18, atom 2 (C): -0.44, atom 3 (N): -0.17, atom 4 (C): -0.85, atom 5 (H): 0.36, atom 6 (H): 0.37, atom 7 (H): 0.35, atom 8 (H): 0.37

=====

No. 2
Here is a 3-piece molecular cluster, C6H16NO overall in a non-equilibrium geometry from the Open Molecules 2025 dataset. Energies are from the ωB97M-V functional and the def2-TZVPD basis.

CARTESIAN COORDINATES (ANGSTROEM)
C: 2.5569 -0.7684 -0.9255
C: 3.3871 0.1426 1.2544
C: -3.5161 0.7632 0.5417
C: -2.7177 -1.6008 0.1064
C: 2.4397 -0.6092 0.3939
C: -2.3768 -0.1538 0.2506
N: 0.7145 1.3822 -1.2585
O: -1.2293 0.2479 0.1163
H: 1.0274 2.3094 -0.9711
H: 3.4263 -0.4162 -1.4617
H: 1.8826 -1.4066 -1.4775
H: 4.2246 0.5396 0.6875
H: 3.7707 -0.5231 2.0264
H: 2.8755 0.9557 1.7692
H: -4.3562 0.5468 -0.1140
H: -3.8531 0.5862 1.5633
H: -3.2255 1.8073 0.4488
H: -1.8283 -2.2226 0.1758
H: -3.4526 -1.9094 0.8444
H: -3.1624 -1.7469 -0.8792
H: 1.5891 -1.0373 0.9124
H: 1.4781 0.6409 -1.0674
H: 0.4689 1.3932 -2.2496
H: -0.1235 1.0795 -0.6866

## Properties
- relative energy (zero: lowest compared OMol25 entry of this formula, charge and spin) (kJ/mol) = 72.1
- net charge = +1
- E_LUMO (eV) = -2.911
- frontier orbital gap (eV) = 10.84

These are the Mulliken partial charges, in e, on atoms 1 to 8: atom 1 (C): -1.06, atom 2 (C): -1.09, atom 3 (C): -1.07, atom 4 (C): -1.12, atom 5 (C): 0.17, atom 6 (C): 0.75, atom 7 (N): -0.39, atom 8 (O): -0.68